The following is a quantum chemistry calculation of a single CH3N3O2S molecule in a non-equilibrium geometry, from the Open Molecules 2025 dataset.

Computed properties:
Relative energy (zero: lowest compared OMol25 entry of this formula, charge and spin), kJ/mol: 577.1
Frontier orbital gap (spin up / spin down), eV: 8.12 / 8.12
HOMO energy (spin up / spin down), eV: -8.697 / -8.697

Geometry as ORCA input:
```
! RIJCOSX wB97M-V def2-TZVPD def2/J DEFGRID3
* xyz 0 1
C -0.48264 -0.52559 0.87929
N 0.99670 0.62074 -0.31058
N 0.09784 0.78795 0.58617
N -0.05969 -0.50410 -1.51308
O -0.33633 1.82416 1.05741
O 0.41303 -0.65432 -2.55526
S 0.14195 -1.75303 -0.18789
H -0.45937 -0.81830 1.89253
H -1.64588 -0.48310 0.78007
H 1.33439 1.50560 -0.62868
*
```

Atomic partial charges in e from the Löwdin method, atoms 1 to 2: -0.471 0.068

The following is a quantum chemistry calculation of a molecular structure, C27H36ClO3P2SiTi in a non-equilibrium geometry, from the Open Molecules 2025 dataset.

Computed properties:
Frontier orbital gap (spin up / spin down), eV: 5.17 / 4.05
HOMO energy (spin up / spin down), eV: -13.702 / -13.702
Expectation value of S²: 0.7612

Geometry as ORCA input:
```
! RIJCOSX wB97M-V def2-TZVPD def2/J DEFGRID3
* xyz 2 2
C -4.45927 -1.81410 -1.45068
C -3.95950 -1.37257 -0.11727
H -5.52205 -2.06547 -1.34344
H -3.92293 -2.69831 -1.82418
H -4.38043 -1.00616 -2.20085
O -4.68633 -0.97646 0.79596
Cl -0.67415 0.57457 -3.34738
Ti -1.36181 -0.30703 -1.42944
P -0.60166 -2.71375 -1.88038
C 0.34467 -3.38578 -0.47736
C -1.74218 -4.06478 -2.32015
H -1.16488 -4.97678 -2.53206
H 0.78313 -3.78598 -3.54718
H -2.31654 -3.78006 -3.21205
H 0.29747 -2.12881 -4.04614
H -0.24024 -3.26789 0.44199
H -2.43595 -4.25718 -1.49190
C 0.64320 -2.74927 -3.21079
H 0.54420 -4.45045 -0.65863
H 1.59735 -2.34905 -2.84545
H 1.29166 -2.84306 -0.36555
P -2.66421 1.59811 -0.37159
C -2.72495 1.60107 1.44895
C -1.75253 3.13450 -0.71801
H -4.41702 1.76979 -2.01048
H -4.60807 2.98066 -0.69685
H -5.05981 1.25401 -0.41991
C -4.36269 1.93452 -0.92596
H -1.44802 3.15505 -1.77186
H -2.41615 3.98451 -0.50496
H -3.04461 2.59786 1.78359
H -1.73593 1.37332 1.86884
H -0.85349 3.19813 -0.09149
H -3.44130 0.84217 1.78562
C -2.47775 -1.41089 0.15753
O -1.89041 -1.82141 1.14222
O 0.09447 0.11265 -0.38305
Si 1.36966 0.57191 0.54747
C 2.09411 2.17574 -0.05413
C 1.77035 2.70842 -1.30650
C 2.34477 3.91578 -1.72581
C 3.27035 4.57732 -0.91199
C 3.62928 4.02563 0.32309
C 3.04674 2.82320 0.74470
C 0.73350 0.72758 2.27786
C 0.69334 1.96330 2.93849
C 0.15853 2.05510 4.23052
C -0.34775 0.91568 4.86318
C -0.31879 -0.31691 4.20250
C 0.22116 -0.40911 2.91658
C 2.65988 -0.74029 0.32407
C 3.13217 -0.99412 -0.97168
C 4.07325 -2.00665 -1.18957
C 4.55178 -2.76030 -0.11205
C 4.11102 -2.47985 1.18476
C 3.17993 -1.45685 1.40658
H 1.06681 2.18478 -1.96220
H 2.06661 4.33483 -2.69416
H 3.71448 5.51748 -1.24312
H 4.35691 4.52341 0.96537
H 3.33559 2.38994 1.70648
H 1.08430 2.85587 2.44598
H 0.14461 3.02078 4.73872
H -0.76196 0.98410 5.87057
H -0.71137 -1.21389 4.68238
H 0.24690 -1.37937 2.41721
H 2.78266 -0.38469 -1.81175
H 4.43474 -2.19811 -2.20172
H 5.27779 -3.55694 -0.28651
H 4.49500 -3.05023 2.03257
H 2.86239 -1.20923 2.42244
*
```

Atomic partial charges in e from the Löwdin method, atoms 1 to 2: 0.033 -0.415

The following is a quantum chemistry calculation of a gas-phase ion, C6H5BrNO2 (charge +1) in a non-equilibrium geometry, from the Open Molecules 2025 dataset.

Computed properties:
Relative energy (zero: lowest compared OMol25 entry of this formula, charge and spin), kJ/mol: 0.3
Frontier orbital gap, eV: 8.53
HOMO energy, eV: -14.863

Geometry as ORCA input:
```
! RIJCOSX wB97M-V def2-TZVPD def2/J DEFGRID3
* xyz 1 1
C 1.32497 1.67704 0.11836
C 2.00237 0.55074 -0.01190
C 0.39000 -0.71702 -0.07400
C -0.12715 1.59165 0.16047
C 0.45458 -2.18555 -0.10898
C -1.96195 -0.11383 -0.05751
N -0.54809 0.12015 -0.01181
O -0.96484 2.40633 0.28925
O -0.29907 -2.84738 0.54053
Br 3.67265 -0.08914 -0.14672
H 1.76672 2.65962 0.19318
H 1.26911 -2.58618 -0.72837
H -2.39343 0.13606 0.91508
H -2.17270 -1.15767 -0.28523
H -2.41315 0.55518 -0.79235
*
```

Atomic partial charges in e from the Löwdin method, atoms 1 to 2: -0.050 -0.562

The following is a quantum chemistry calculation of a molecular structure, C8H29CaN10O7 in a non-equilibrium geometry, from the Open Molecules 2025 dataset.

Computed properties:
Relative energy (zero: lowest compared OMol25 entry of this formula, charge and spin), kJ/mol: 1363.7
Frontier orbital gap, eV: 3.52
HOMO energy, eV: -8.122

Geometry as ORCA input:
```
! RIJCOSX wB97M-V def2-TZVPD def2/J DEFGRID3
* xyz 1 1
Ca -0.11767 0.36545 -0.09530
C 3.32497 -1.35003 4.61046
C 2.12679 -0.35312 4.75455
O 1.15620 -0.68040 3.83494
H 3.15161 -2.40514 4.82207
H 4.08770 -1.07390 5.33853
H 3.92887 -1.45095 3.70867
H 2.29188 0.72340 4.79854
H 1.73388 -0.37734 5.77098
C -1.52789 1.48513 -4.74792
O -0.61515 0.75412 -4.01323
H -1.45030 2.56150 -4.59464
H -1.55180 1.17002 -5.79110
H -2.47449 1.12790 -4.34241
H 0.08433 0.46054 -4.60156
C -4.77953 2.83257 1.90601
O -3.93913 2.43199 1.17439
N -5.30166 4.01958 1.71505
N -5.16109 2.27262 3.01309
H -6.06543 4.24437 2.33651
H -5.04735 4.60063 0.92904
H -4.96659 1.28872 3.13231
H -5.50325 2.80314 3.80149
C -4.36281 -3.01809 -2.21770
O -3.60138 -2.34696 -1.53370
N -4.19100 -3.12140 -3.46392
N -5.50425 -3.49261 -1.79462
H -3.41793 -2.75343 -3.99970
H -4.66980 -3.91835 -3.85853
H -6.08573 -3.98224 -2.45964
H -5.78362 -3.35057 -0.83448
C 1.17053 5.87070 -0.31697
O 0.61794 4.83606 0.03030
N 0.47791 6.76782 -0.81309
N 2.41550 6.22517 -0.43259
H 0.98060 7.63551 -0.93358
H -0.52266 6.63064 -0.80134
H 2.63703 7.09832 -0.88937
H 3.09892 5.66501 0.05655
C 5.14122 -0.33637 -1.12038
O 4.05934 0.16385 -0.94357
N 6.23981 0.04124 -0.51547
N 5.25366 -1.40480 -1.73995
H 6.16260 0.72164 0.22695
H 7.11749 -0.27847 -0.89962
H 4.52816 -1.78917 -2.32819
H 6.14615 -1.85453 -1.59403
C 1.06441 -5.22723 0.53181
O 0.97125 -4.04765 0.18455
N 0.53089 -6.24200 -0.08441
N 1.71879 -5.53022 1.58341
H 0.12605 -6.21463 -1.00932
H 0.43853 -7.00900 0.56618
H 1.63843 -6.45278 1.98656
H 2.21898 -4.73642 1.95729
*
```

Atomic partial charges in e from the Löwdin method, atoms 1 to 2: 1.540 -0.112